7
Properties=species:S:1:pos:R:3:forces:R:3:mulliken_charge:R:1 method="wB97M-V/def2-TZVPD" multiplicity=1 charge=-1 gap_ev=8.189 e_above_lowest_kcal_mol=12.4 homo_ev=-3.88
O -2.40552 1.05798 1.36567 0.922 0.015 -0.037 -0.70
H -1.66599 1.28818 1.97262 -0.670 -0.366 -0.869 0.32
H -1.96393 0.72569 0.55153 -0.091 0.303 0.816 0.37
O 0.69488 0.19777 -0.93949 -0.806 0.401 -0.717 -0.64
O 2.02587 -1.32307 -0.01365 0.116 -0.524 0.266 -0.65
C 1.47182 -0.76700 -0.98362 0.983 -0.001 1.108 0.03
H 1.84287 -1.17956 -1.95306 -0.453 0.173 -0.567 0.27


7
Properties=species:S:1:pos:R:3:forces:R:3:mulliken_charge:R:1 method="wB97M-V/def2-TZVPD" multiplicity=1 charge=-1 gap_ev=8.294 e_above_lowest_kcal_mol=66.8 homo_ev=-3.59
O -0.07914 -1.61965 -0.01017 -0.470 -9.816 -2.135 -0.85
H -0.77370 -2.02921 0.55383 0.794 0.372 -0.685 0.20
H -0.18258 -0.65158 0.13268 0.223 -1.617 -0.906 0.51
O 1.09539 0.78306 -0.96184 0.713 0.838 -1.258 -0.59
O -0.21334 0.22973 0.66063 -1.733 11.338 4.173 -0.63
C 0.23139 1.10782 -0.16144 1.024 -0.878 0.201 0.06
H -0.07803 2.17984 -0.21366 -0.551 -0.237 0.611 0.31


7
Properties=species:S:1:pos:R:3:forces:R:3:mulliken_charge:R:1 method="wB97M-V/def2-TZVPD" multiplicity=1 charge=-1 gap_ev=8.786 e_above_lowest_kcal_mol=12.9 homo_ev=-4.18
O 0.17847 -0.56563 -2.16547 1.105 2.608 -2.459 -0.66
H 0.42589 0.42311 -2.27720 -0.771 -2.548 0.260 0.32
O 0.82052 0.85152 1.80084 -1.696 -1.551 -0.859 -0.65
C -0.18736 0.17081 1.38377 0.618 1.714 0.845 0.10
O -0.83111 0.30774 0.30018 0.849 -0.687 1.217 -0.67
H -0.61068 -0.56701 2.18977 0.388 0.484 -1.075 0.23
H 0.20427 -0.62054 -1.23189 -0.493 -0.021 2.072 0.32